1.
C4H7N3 as an isolated structure in a non-equilibrium geometry, computed with ωB97M-V with the def2-TZVPD basis set.

Values from the calculation:
* gap between HOMO and LUMO: 0.3471 Ha
* highest occupied orbital energy: -9.35 eV
* 2S+1: 1

```
14
Properties=species:S:1:pos:R:3:nbo_charge:R:1
C 1.278 -0.037 -0.109 0.519
C -0.719 -0.907 0.641 -0.322
C -2.047 -0.350 0.015 -0.022
C -2.928 0.377 -0.340 -0.275
H 0.141 1.672 -0.710 0.435
H 1.839 1.694 0.828 0.396
H 2.874 0.536 -0.562 0.314
H 0.716 -1.556 -1.155 0.438
H -0.756 -2.073 1.305 0.233
H -0.251 0.059 1.404 0.315
H -3.714 0.752 -0.999 0.243
N 0.744 1.147 0.343 -0.878
N 2.531 -0.451 -0.254 -0.736
N 0.291 -0.863 -0.407 -0.660
```


2.
C4H7N3 as an isolated structure in a non-equilibrium geometry, computed with ωB97M-V with the def2-TZVPD basis set.

Values from the calculation:
* gap between HOMO and LUMO: 0.3540 Ha
* highest occupied orbital energy: -9.01 eV
* 2S+1: 1

```
14
Properties=species:S:1:pos:R:3:nbo_charge:R:1
C 0.669 -0.135 -1.106 -0.582
C 1.019 -0.730 0.234 -0.218
N -0.196 -0.588 1.027 -0.587
C -0.930 0.543 0.800 0.345
N -1.831 1.013 1.563 -0.659
C -0.478 1.117 -0.492 0.139
N -0.622 2.164 -1.168 -0.509
H 0.228 1.403 -1.515 0.464
H 0.066 -0.788 -1.747 0.227
H 1.588 0.139 -1.681 0.237
H 1.867 -0.183 0.675 0.182
H 1.290 -1.784 0.173 0.206
H -0.231 -0.960 1.961 0.405
H -2.233 1.848 1.136 0.351
```


3.
C4H7N3 as an isolated structure in a non-equilibrium geometry, computed with ωB97M-V with the def2-TZVPD basis set.

Values from the calculation:
* gap between HOMO and LUMO: 0.3081 Ha
* highest occupied orbital energy: -7.35 eV
* 2S+1: 1

```
14
Properties=species:S:1:pos:R:3:nbo_charge:R:1
C -1.853 1.247 -0.202 -0.412
N -0.570 1.028 -0.766 -0.635
C 0.139 -0.080 -0.461 0.363
N 1.070 -0.521 -1.188 -0.258
N 2.048 -1.172 -0.636 -0.463
C 1.489 -1.334 1.246 -0.080
C 0.414 -0.645 1.322 -0.346
H -2.234 0.552 0.544 0.211
H -1.990 2.195 0.309 0.189
H -2.657 1.239 -0.928 0.187
H -0.234 1.654 -1.477 0.403
H 2.518 -1.821 -1.294 0.367
H 2.269 -1.973 1.574 0.229
H -0.410 -0.369 1.957 0.244
```


4.
A 3-piece molecular cluster, C4H7N3O overall in a non-equilibrium geometry, computed with ωB97M-V with the def2-TZVPD basis set.

Values from the calculation:
* gap between HOMO and LUMO: 0.2906 Ha
* highest occupied orbital energy: -9.65 eV
* 2S+1: 1

```
15
Properties=species:S:1:pos:R:3:nbo_charge:R:1
C -1.141 -0.651 -0.035 0.586
C -0.245 0.464 -0.559 -0.190
C 0.298 1.039 0.590 -0.237
C 1.906 -0.764 -0.520 0.235
H -3.293 0.922 0.059 0.350
H -3.306 -0.772 0.946 0.287
H -0.626 0.983 -1.584 0.225
H 0.481 2.199 0.845 0.220
H 0.016 0.528 1.520 0.216
H 1.871 -1.448 -1.409 0.196
H 3.085 0.020 0.814 0.315
N -2.448 -0.393 -0.557 -0.688
N 1.098 0.472 -0.522 -0.400
N 3.090 -0.837 0.070 -0.601
O -0.786 -1.761 0.341 -0.513
```


5.
A single C4H7N3O molecule in a non-equilibrium geometry, computed with ωB97M-V with the def2-TZVPD basis set.

Values from the calculation:
* gap between HOMO and LUMO: 0.3466 Ha
* SMILES string: [H]/N=C/N(C)/C=N/C=O
* highest occupied orbital energy: -9.19 eV
* 2S+1: 1

```
15
Properties=species:S:1:pos:R:3:nbo_charge:R:1
C 0.967 0.817 1.114 -0.454
C 0.168 1.643 -0.957 0.281
C -0.432 -0.579 -0.136 0.300
C -0.703 -2.726 0.503 0.465
H 1.384 -0.335 1.419 0.253
H 0.347 0.995 2.117 0.237
H 1.969 1.509 0.744 0.213
H 0.721 2.630 -0.790 0.189
H -0.696 2.335 -2.528 0.343
H -0.806 -0.845 -1.180 0.251
H -0.224 -3.798 0.863 0.201
N 0.239 0.613 -0.061 -0.474
N -0.765 1.627 -1.880 -0.676
N -0.377 -1.276 0.996 -0.555
O -1.793 -2.609 -0.225 -0.573
```


6.
A single C4H7N3O molecule in a non-equilibrium geometry, computed with ωB97M-V with the def2-TZVPD basis set.

Values from the calculation:
* gap between HOMO and LUMO: 0.3836 Ha
* SMILES string: [H]/N=C/NC(=O)/C(C)=N/[H]
* highest occupied orbital energy: -9.66 eV
* 2S+1: 1

```
15
Properties=species:S:1:pos:R:3:nbo_charge:R:1
C 1.768 0.273 -0.688 -0.690
N -1.688 0.037 -0.205 -0.632
C -0.695 0.894 -0.625 0.648
C 0.616 0.796 0.114 0.253
C -1.516 -1.135 0.479 0.298
N 0.621 1.259 1.285 -0.603
N -0.380 -1.663 0.641 -0.696
O -0.907 1.709 -1.489 -0.556
H -2.612 0.248 -0.563 0.414
H 1.528 1.242 1.746 0.339
H -0.376 -2.515 1.176 0.360
H -2.483 -1.559 0.805 0.159
H 1.685 -0.810 -0.755 0.252
H 2.718 0.538 -0.222 0.219
H 1.721 0.687 -1.697 0.235
```


7.
A single C4H7N3O molecule in a non-equilibrium geometry, computed with ωB97M-V with the def2-TZVPD basis set.

Values from the calculation:
* gap between HOMO and LUMO (spin up / spin down): 0.2212 / 0.2209 Ha
* highest occupied orbital energy (spin up / spin down): -7.18 / -7.18 eV
* 2S+1: 1

```
15
Properties=species:S:1:pos:R:3:nbo_charge:R:1
C 0.244 0.118 1.876 -0.619
C -0.895 -0.656 -0.819 0.794
C 0.858 0.269 0.657 0.297
N -0.058 -1.691 -1.056 -0.811
C -0.689 1.741 -0.495 0.064
N -0.173 0.562 -0.364 -0.351
N 1.999 -0.190 0.261 -0.820
O -2.030 -0.547 -1.217 -0.588
H 0.834 -1.703 -0.559 0.436
H -0.487 -2.555 -1.351 0.413
H 2.190 -0.045 -0.725 0.333
H 0.831 -0.218 2.712 0.217
H -0.730 0.518 2.089 0.193
H -1.504 1.877 -1.192 0.222
H -0.390 2.520 0.184 0.220
```


8.
A single C4H7N3O molecule in a non-equilibrium geometry, computed with ωB97M-V with the def2-TZVPD basis set.

Values from the calculation:
* gap between HOMO and LUMO: 0.3399 Ha
* SMILES string: CN/N=C(\C#N)OC
* highest occupied orbital energy: -8.95 eV
* 2S+1: 1

```
15
Properties=species:S:1:pos:R:3:nbo_charge:R:1
C 2.167 -0.390 0.364 -0.491
C -0.445 0.640 0.071 0.335
C -2.629 -0.147 -0.088 -0.339
C 0.375 1.754 -0.097 0.234
H 1.871 -0.603 1.510 0.198
H 3.029 -1.104 -0.011 0.216
H 2.444 0.725 0.058 0.251
H 0.949 -1.804 -0.477 0.363
H -2.100 -1.284 0.282 0.242
H -2.655 -0.125 -1.386 0.224
H -3.547 0.134 0.623 0.226
N 1.114 -0.864 -0.552 -0.412
N -0.106 -0.565 -0.173 -0.268
N 1.259 2.582 -0.290 -0.285
O -1.725 1.051 0.166 -0.495
```